1.
{
  "formula": "C5H10N2S",
  "method": "wB97M-V/def2-TZVPD",
  "e_homo_ev": -8.01,
  "de_lowest_ev": 4.9708,
  "homo_lumo_gap_ev": 8.430,
  "total_charge": 0,
  "smiles": "C[C@H]1CSN=CCN1",
  "species": ["S", "N", "N", "C", "C", "C", "C", "C", "H", "H", "H", "H", "H", "H", "H", "H", "H", "H"],
  "coordinates": [[0.098643, 2.310709, -0.644497], [-0.310327, 1.367768, -1.998726], [-0.030218, -1.494719, -0.007106], [0.489454, -0.956755, -1.291672], [-0.376654, 0.058426, -2.161384], [1.060516, 0.036575, 1.832915], [-0.290350, -0.138282, 0.918840], [-0.802487, 1.170767, 0.547651], [-0.605357, 1.684544, 1.449646], [-1.860436, 1.110177, 0.212781], [-0.938470, -0.613551, 1.719795], [1.368356, -0.955909, 2.515933], [-0.988809, -1.920310, -0.305332], [-1.292700, -0.273354, -2.926723], [1.707918, 0.223580, 0.940471], [1.611227, -0.652228, -1.241121], [0.807199, 0.918118, 2.472438], [0.352494, -1.875557, -2.033908]],
  "forces_ev_per_angstrom": [[-0.10, -2.55, 0.26], [-1.59, -2.10, -1.97], [-2.17, 3.60, -0.50], [-0.46, -2.37, -2.99], [-0.53, 2.81, 1.48], [-1.03, -1.86, -1.11], [1.85, -6.15, 3.43], [-0.36, 1.14, -1.95], [-0.90, 1.05, 1.08], [0.65, 0.47, 0.29], [-0.15, 0.87, -1.16], [-0.93, 2.80, -2.21], [1.88, 1.15, 1.11], [3.07, 0.49, 1.61], [0.75, 0.21, 1.69], [-2.14, -0.29, -0.05], [0.98, -0.73, -0.43], [1.18, 1.45, 1.43]],
  "nbo_charge": [0.4184, -0.6232, -0.5971, -0.3282, 0.0828, -0.6302, -0.0778, -0.5585, 0.2333, 0.2331, 0.2120, 0.2322, 0.3519, 0.2079, 0.2178, 0.2247, 0.1995, 0.2014]
}



2.
{
  "formula": "C37H40BrN6O3PReSe",
  "method": "wB97M-V/def2-TZVPD",
  "s_squared": 3.81,
  "e_homo_ev": [-17.83, -18.07],
  "de_lowest_ev": 0.1108,
  "homo_lumo_gap_ev": [7.249, 5.879],
  "multiplicity": 4,
  "total_charge": 4,
  "species": ["Re", "Br", "Se", "P", "O", "O", "O", "N", "N", "N", "N", "N", "N", "C", "C", "C", "C", "C", "C", "C", "C", "C", "C", "C", "C", "C", "C", "C", "C", "C", "C", "C", "C", "C", "C", "C", "C", "C", "C", "C", "C", "C", "C", "C", "C", "C", "C", "C", "C", "C", "H", "H", "H", "H", "H", "H", "H", "H", "H", "H", "H", "H", "H", "H", "H", "H", "H", "H", "H", "H", "H", "H", "H", "H", "H", "H", "H", "H", "H", "H", "H", "H", "H", "H", "H", "H", "H", "H", "H", "H"],
  "coordinates": [[0.188132, 0.677320, -0.900408], [-1.404323, 0.752366, -2.991626], [-3.784733, -0.758473, 1.218681], [2.325858, -0.392658, -1.132303], [-2.664637, -4.346987, -2.968188], [0.542619, 2.746996, -0.399759], [-0.912538, 0.921509, 1.499357], [-0.674710, -1.174760, -1.293024], [0.854912, 4.874412, 0.261139], [-4.883217, -0.366324, 3.766275], [0.685874, 4.392264, -2.007225], [-5.734985, -2.144614, 2.793493], [0.315112, 0.416723, 1.049175], [0.689621, 3.975112, -0.729121], [5.700700, 0.833632, -3.047732], [-1.219106, -3.490639, -1.252937], [1.053594, -0.153279, 1.943861], [-1.466815, -1.055011, -2.370898], [-7.625647, -2.447992, 5.947109], [2.318879, -0.789162, 1.734944], [-2.154348, -2.070762, -2.963709], [2.044222, -3.886070, -4.077463], [2.477560, -3.125896, -1.838422], [4.212147, -1.878190, 2.818472], [1.718900, -2.593117, -4.470836], [-6.302294, -2.060963, 4.036292], [2.979262, -1.261495, 2.888280], [2.417981, -4.152858, -2.767565], [-0.572407, -2.391715, -0.743950], [2.951508, -0.971729, 0.481412], [5.004458, 2.599692, -1.566783], [2.193034, -1.822064, -2.238637], [3.892391, 1.867393, -1.196242], [-7.099980, -1.286584, 6.558284], [-4.872530, -1.115349, 2.640380], [4.191250, -1.599788, 0.432222], [-6.079626, -3.126876, 1.804476], [4.820328, -2.059613, 1.583094], [-5.758619, -0.903727, 4.666896], [-2.029570, -3.362097, -2.397513], [4.574652, 0.102912, -2.709314], [5.916378, 2.076787, -2.475523], [3.685771, 0.610782, -1.764784], [0.975592, 3.482805, -3.090974], [-6.147473, -0.504168, 5.937107], [-7.238873, -2.858177, 4.690557], [0.189489, 5.688355, -2.425495], [0.497479, 4.516747, 1.618103], [1.795473, -1.559777, -3.554444], [1.668716, 6.059447, 0.087740], [1.419508, -2.398835, -5.491139], [-2.516645, -5.220840, -2.571425], [-0.302450, 6.201110, -1.606642], [1.671257, 3.972046, -3.775030], [-0.544539, 5.533256, -3.217531], [-4.346842, 0.480846, 3.892373], [1.205750, 3.797800, 2.043107], [6.797819, 2.641618, -2.737699], [2.329969, 5.936634, -0.765148], [-1.081991, -4.450425, -0.780549], [-5.738537, 0.377596, 6.405438], [3.189753, 2.242271, -0.461787], [2.765336, -3.333903, -0.817783], [-5.407747, -3.049841, 0.951572], [-8.360328, -3.025854, 6.485107], [5.777130, -2.555170, 1.513654], [0.064021, -2.465270, 0.126314], [0.681797, -0.153139, 2.966670], [-7.103026, -2.965278, 1.459157], [0.983698, 6.316549, -2.828971], [-6.010706, -4.126168, 2.233886], [-2.769130, -1.920926, -3.837194], [-0.511400, 4.102513, 1.638846], [2.274370, 6.192780, 0.981277], [2.011744, -4.691588, -4.793920], [4.403440, -0.862717, -3.160358], [5.179887, 3.574807, -1.137979], [-0.826507, 1.883709, 1.627453], [0.067802, 3.244057, -3.653059], [-7.460541, -1.004530, 7.535859], [2.676620, -5.157685, -2.463900], [1.574848, -0.542788, -3.859312], [6.405712, 0.413836, -3.749395], [4.675613, -1.727892, -0.526114], [1.064966, 6.958207, -0.039972], [4.703702, -2.206368, 3.721437], [1.438847, 2.566234, -2.710254], [0.501272, 5.414066, 2.232619], [-7.647898, -3.745593, 4.237587], [2.507969, -1.129461, 3.850333]],
  "forces_ev_per_angstrom": [[1.31, 1.39, 0.15], [-0.21, -0.16, -0.44], [-0.28, -0.08, 0.16], [-0.10, 0.18, -0.24], [-0.22, -0.10, -0.28], [-0.30, -2.23, -0.11], [-0.42, -0.08, 0.63], [-0.29, 0.54, -0.25], [-0.26, -0.86, -0.62], [-0.39, -0.10, 0.46], [0.05, -0.68, 0.71], [-0.02, 0.42, 0.75], [0.12, -0.01, 0.34], [0.14, 1.43, -0.18], [0.00, -0.06, -0.02], [0.01, 0.10, -0.07], [-0.08, -0.01, 0.30], [-0.11, -0.59, -0.19], [0.01, -0.24, -0.38], [0.52, -0.39, -0.31], [-0.10, 0.16, -0.10], [0.01, -0.10, 0.10], [0.04, 0.24, 0.00], [0.15, -0.02, -0.14], [-0.04, -0.01, 0.01], [0.14, 0.41, 0.31], [-0.35, 0.21, -0.15], [-0.03, -0.03, -0.02], [-0.01, -0.48, 0.19], [0.05, -0.04, -0.13], [0.00, 0.14, 0.11], [-0.17, 0.08, 0.16], [0.02, -0.09, -0.08], [0.39, 0.41, -0.15], [0.75, 0.25, -0.82], [-0.23, 0.14, -0.06], [-0.32, -0.69, -0.66], [-0.17, 0.04, 0.23], [-0.07, -0.28, -0.32], [0.53, 0.44, 0.53], [-0.09, -0.08, 0.11], [0.00, 0.00, -0.05], [-0.42, 0.02, 0.00], [0.10, -0.27, -0.14], [-0.30, -0.10, 0.36], [-0.16, -0.01, 0.17], [-0.11, 0.57, -0.19], [-0.04, -0.27, 0.28], [0.02, 0.03, 0.14], [0.18, 0.67, -0.06], [0.03, 0.04, -0.04], [0.03, 0.13, 0.02], [0.00, -0.01, 0.02], [0.01, -0.14, -0.02], [-0.01, -0.02, 0.02], [-0.02, -0.11, -0.10], [-0.04, 0.07, 0.02], [0.07, 0.07, -0.02], [0.02, 0.06, -0.03], [0.01, -0.11, 0.08], [0.00, 0.06, 0.06], [0.03, 0.14, 0.09], [0.04, -0.08, 0.02], [-0.02, 0.04, 0.16], [-0.07, -0.07, 0.05], [0.09, 0.00, 0.00], [0.03, -0.08, 0.04], [-0.09, 0.18, -0.08], [0.07, 0.03, 0.06], [0.03, 0.01, 0.06], [0.05, 0.06, 0.02], [-0.05, 0.04, -0.12], [-0.03, 0.03, 0.06], [0.08, -0.04, -0.01], [-0.01, -0.08, -0.11], [0.03, -0.09, -0.05], [0.03, 0.07, 0.06], [0.34, -0.04, -0.08], [0.02, 0.01, -0.03], [0.00, 0.00, 0.08], [-0.01, -0.05, -0.04], [0.02, 0.03, -0.08], [0.07, 0.07, -0.08], [0.12, 0.00, -0.02], [0.06, 0.01, -0.01], [0.01, -0.06, 0.07], [0.03, 0.16, -0.15], [-0.03, -0.03, -0.05], [-0.09, -0.10, -0.05], [-0.05, 0.04, 0.15]],
  "lowdin_spin": [1.6615, 0.0170, 0.5684, 0.0076, 0.0188, 0.0726, 0.0007, 0.0149, 0.0090, 0.0359, 0.0068, 0.0488, -0.0193, 0.0059, 0.0006, 0.0028, 0.0574, 0.0255, 0.0715, 0.0020, 0.0003, -0.0007, 0.0008, -0.0032, 0.0004, 0.0856, 0.0212, 0.0008, 0.0187, 0.0081, 0.0001, 0.0104, 0.0001, 0.0785, 0.0003, 0.0026, 0.0025, 0.0228, 0.0915, 0.0229, -0.0016, -0.0012, 0.0008, 0.0082, -0.0005, 0.0038, 0.0012, 0.0012, 0.0002, 0.0007, 0.0001, 0.0001, 0.0000, 0.0011, 0.0002, -0.0003, 0.0006, -0.0001, 0.0001, -0.0002, -0.0017, 0.0004, 0.0001, 0.0004, 0.0024, 0.0010, 0.0005, 0.0010, 0.0019, 0.0003, 0.0013, -0.0004, 0.0001, 0.0002, 0.0000, -0.0001, 0.0001, -0.0011, 0.0006, 0.0028, 0.0001, -0.0002, 0.0000, -0.0001, 0.0004, -0.0005, 0.0050, 0.0001, -0.0014, 0.0006]
}



3.
{
  "formula": "C3H9NO2",
  "method": "wB97M-V/def2-TZVPD",
  "e_homo_ev": -7.98,
  "de_lowest_ev": 2.7234,
  "homo_lumo_gap_ev": 8.611,
  "total_charge": 0,
  "smiles": "C/C(O)=C/N.O",
  "species": ["O", "O", "N", "C", "C", "C", "H", "H", "H", "H", "H", "H", "H", "H", "H"],
  "coordinates": [[-0.942336, 0.198986, -1.640367], [1.123008, 1.685958, 1.584583], [1.600660, -0.727045, -1.182634], [-0.519252, 0.027623, -0.311123], [-1.650581, -0.338714, 0.618866], [0.687799, -0.628515, -0.188820], [-2.230945, -1.223760, 0.337580], [-1.861498, -0.090369, -1.752101], [2.057197, 1.500096, 1.758681], [1.028936, -0.964304, 0.784450], [0.493354, 1.423990, 0.725202], [-1.277862, -0.518701, 1.630525], [1.289253, -0.313164, -2.059739], [-2.360392, 0.492953, 0.637448], [2.562659, -0.525034, -0.942552]],
  "forces_ev_per_angstrom": [[0.04, 0.78, -0.28], [-2.59, 0.36, -1.05], [0.21, 0.12, -0.93], [-0.38, -3.38, -0.51], [-0.01, 0.86, 0.47], [-0.60, 1.40, 0.67], [0.30, -0.07, -0.36], [0.45, 0.17, 0.28], [-0.63, -0.37, -1.33], [-0.18, 0.19, 0.01], [3.42, 0.14, 2.64], [-0.07, 0.18, -0.07], [0.26, -0.17, 0.29], [-0.03, -0.01, 0.29], [-0.18, -0.19, -0.11]],
  "nbo_charge": [-0.7338, -1.0633, -0.7917, 0.0993, -0.6612, 0.0340, 0.2015, 0.4804, 0.4874, 0.2051, 0.5138, 0.2338, 0.3976, 0.2120, 0.3851]
}